Entry 1:
Entry from OMol25: a structure of composition C18H27N4O3Tl at a distorted geometry (the ωB97M-V functional and the def2-TZVPD basis).

Calculated values
HOMO-LUMO gap (spin up / spin down), eV: 2.532 / 4.234
Calculated total energy, Ha: -1319.1566
Charge: -2
ΔE to the lowest compared entry with this formula, charge and spin, kJ/mol: 36.6
HOMO energy (spin up / spin down), eV: 2.130 / 0.392
Multiplicity: 1

CARTESIAN COORDINATES (ANGSTROEM)
Tl1 -1.39258 1.98819 2.46777
O1 -1.58474 4.83531 0.45175
O2 -1.85390 0.48542 0.61685
O3 -3.73091 0.24737 -0.57077
N1 0.93612 0.93256 2.57190
N2 2.83970 0.01400 3.11183
N3 2.36105 -0.62618 1.93805
N4 1.95258 0.93957 3.41993
C1 0.66695 -1.25116 -5.09441
C2 -2.50266 0.22863 -0.42990
C3 2.24550 -3.07403 2.56062
C4 -0.68588 3.76517 0.83048
C5 0.72075 -3.08677 2.61882
C6 -0.43272 0.45105 -3.61182
C7 -0.55483 -1.85233 -2.96739
C8 -1.79504 -2.55721 -0.90200
C9 -1.65095 -0.17531 -1.63271
C10 -2.92103 4.55277 0.69496
C11 1.13335 -0.01761 1.68461
C12 0.68417 4.21850 0.36979
C13 2.73212 -1.96260 1.59450
C14 -1.54039 2.25467 -2.23225
C15 -1.31809 -1.50079 -1.85856
C16 2.87358 -2.85642 3.93418
C17 -0.11771 -0.87302 -3.86618
C18 -1.19293 0.83073 -2.51236
H1 0.97682 -2.29641 -5.05957
H2 -1.07197 2.60010 -1.29398
H3 3.95479 -2.98490 3.87594
H4 -1.47297 -3.55549 -1.20996
H5 2.68299 -1.82988 4.24715
H6 -1.24501 2.90992 -3.05485
H7 0.30740 -3.32199 1.63840
H8 2.32578 -2.16054 0.59661
H9 1.15260 3.46021 -0.26531
H10 -2.88275 -2.52911 -0.84408
H11 -0.09152 1.20687 -4.31056
H12 -3.12853 4.44081 1.77503
H13 0.48962 -0.23944 0.86180
H14 -3.51339 5.39685 0.31903
H15 0.36119 -3.82764 3.33335
H16 3.82930 -2.01071 1.55070
H17 0.06321 -1.11106 -5.99702
H18 0.61594 5.15167 -0.20207
H19 -0.28845 -2.89083 -3.13041
H20 2.59120 -4.04038 2.15724
H21 -1.41050 -2.34183 0.09467
H22 0.34841 -2.10764 2.91334
H23 -3.24626 3.62963 0.19240
H24 2.47714 -3.55693 4.66950
H25 1.35841 4.37812 1.22115
H26 1.56085 -0.63186 -5.18769
H27 -2.61581 2.35195 -2.07853

These are the Mulliken partial charges, in e, on atoms 1 to 4: atom 1 (Tl): 0.554, atom 2 (O): -0.318, atom 3 (O): -0.498, atom 4 (O): -0.782

=====

Entry 2:
Entry from OMol25: a structure of composition C18H27N4OSSbSe4V at a distorted geometry (the ωB97M-V functional and the def2-TZVPD basis).

Calculated values
HOMO-LUMO gap (spin up / spin down), eV: 4.530 / 4.516
Calculated total energy, Ha: -12184.6013
Charge: -1
HOMO energy (spin up / spin down), eV: -2.648 / -2.686
Multiplicity: 3
<S²>: 2.033

CARTESIAN COORDINATES (ANGSTROEM)
Sb1 -2.75001 -2.38930 0.90218
Se1 -4.61505 -1.57771 2.22984
Se2 -0.84987 0.00677 0.69559
Se3 -2.28760 -0.42450 -1.06829
Se4 -3.54336 -4.44729 -0.30876
V1 0.03492 -0.60265 -1.38075
S1 1.27887 -1.01768 2.94416
O1 0.23730 -1.42379 -3.23368
N1 1.19029 -1.92796 -0.63118
N2 1.57464 1.32391 4.22922
N3 -0.43041 0.45752 4.44307
N4 -0.07759 -3.65105 -2.97811
C1 0.17212 -2.57171 -3.71756
C2 3.31023 -2.47343 0.29763
C3 -0.52849 3.81487 -1.94599
C4 0.77182 0.27248 3.88086
C5 2.35912 -1.55413 -0.09981
C6 -1.65169 -0.26009 4.09371
C7 0.05246 2.46708 -1.82959
C8 0.45315 4.78016 -2.61396
C9 0.95743 2.14372 5.26485
C10 0.45017 1.33009 -1.63094
C11 -0.34921 -3.57929 -1.52708
C12 -0.87939 4.30983 -0.53357
C13 -0.51187 1.75037 5.11195
C14 0.91162 -3.22932 -0.77496
C15 1.81018 -4.19934 -0.36594
C16 3.02614 -3.82158 0.17757
C17 0.43100 -2.79454 -5.17803
C18 -1.81251 3.69874 -2.77928
H1 -1.58522 3.35334 -3.78899
H2 0.29082 -1.85992 -5.71161
H3 0.72572 4.42656 -3.61013
H4 1.46484 -3.11628 -5.30648
H5 -0.22900 -3.55917 -5.58663
H6 -1.41208 5.26677 -0.58353
H7 1.33700 1.88162 6.25806
H8 -0.76555 -4.52137 -1.19044
H9 2.52105 -0.49132 -0.00720
H10 -1.02845 1.65617 6.06631
H11 3.74483 -4.56675 0.49578
H12 1.36590 4.86933 -2.02181
H13 -1.12497 -2.83260 -1.38432
H14 2.56732 1.20919 4.15387
H15 -2.49481 2.98263 -2.32037
H16 -2.27919 -0.37312 4.97869
H17 -1.51577 3.58289 -0.02876
H18 -2.31933 4.66801 -2.84129
H19 -1.06382 2.46087 4.48737
H20 -2.22409 0.26623 3.33419
H21 1.13174 3.20387 5.09225
H22 0.02612 4.43905 0.06138
H23 -1.39340 -1.24073 3.71199
H24 1.54468 -5.24214 -0.48413
H25 -0.26629 -4.52036 -3.44729
H26 4.24775 -2.12551 0.70692
H27 -0.00021 5.77257 -2.70698

These are the Mulliken partial charges, in e, on atoms 1 to 4: atom 1 (Sb): 0.338, atom 2 (Se): -0.717, atom 3 (Se): 0.322, atom 4 (Se): -0.577

=====

Entry 3:
Entry from OMol25: a cluster of 9 separate species, C18H27N9 in total at a distorted geometry (the ωB97M-V functional and the def2-TZVPD basis).

Calculated values
HOMO-LUMO gap, eV: 10.557
Calculated total energy, Ha: -1194.7894
Charge: 0
ΔE to the lowest compared entry with this formula, charge and spin, kJ/mol: 69.0
SMILES: CC#N.CC#N.CC#N.CC#N.CC#N.CC#N.CC#N.CC#N.CC#N
HOMO energy, eV: -10.588
Multiplicity: 1

CARTESIAN COORDINATES (ANGSTROEM)
N1 0.48214 -4.17512 10.25892
N2 0.45996 -4.26218 14.29363
N3 -2.43550 -8.17048 9.83981
N4 -9.81315 -5.77619 9.99579
N5 -7.55977 -4.35261 15.04939
N6 -4.47786 -5.03394 12.31558
N7 -5.65418 -3.78674 8.75293
N8 -2.05308 -2.62572 7.95813
N9 -1.81291 -8.76186 13.92876
C1 1.25718 -3.44043 10.68086
C2 -5.03599 -2.14634 10.67213
C3 -2.08530 -3.72805 8.26517
C4 -3.35083 -5.24124 12.39148
C5 -1.92739 -5.57305 12.47232
C6 2.80086 -3.79006 15.35660
C7 -1.38910 -11.32326 13.69643
C8 -1.40306 -8.60762 10.07679
C9 -1.64740 -9.89124 13.83550
C10 -5.46683 -2.80681 14.86599
C11 -7.60771 -5.05415 11.22596
C12 -8.84902 -5.47067 10.53901
C13 -2.17675 -5.15438 8.60262
C14 -5.36942 -3.03152 9.56828
C15 2.23841 -2.50408 11.22458
C16 -6.63542 -3.68456 14.95938
C17 1.49184 -4.07706 14.76117
C18 -0.08374 -9.15810 10.40461
H1 0.03418 -10.13444 9.94561
H2 -3.96278 -2.06113 10.83449
H3 -6.81793 -5.31253 10.52801
H4 -5.42169 -2.53694 11.61528
H5 -1.75856 -5.77687 7.82106
H6 -7.61401 -5.66603 12.12767
H7 2.73215 -2.91855 15.99919
H8 -5.52415 -2.13062 14.01479
H9 3.14169 -4.66333 15.91005
H10 2.41961 -2.67179 12.28166
H11 -1.76220 -6.20680 11.59920
H12 -1.14755 -11.79046 14.64709
H13 -1.31839 -4.68205 12.33261
H14 -2.21552 -11.86703 13.24347
H15 -4.55666 -3.38827 14.73793
H16 -1.80635 -5.31090 9.60631
H17 1.91061 -1.47557 11.08259
H18 0.62247 -8.43448 9.99074
H19 -1.61342 -6.03106 13.40185
H20 -0.54126 -11.43404 13.01750
H21 3.18591 -2.59357 10.69337
H22 3.51452 -3.63548 14.54777
H23 0.06438 -9.18111 11.48115
H24 -7.62309 -4.00549 11.49901
H25 -5.47049 -1.15684 10.53990
H26 -5.41622 -2.19358 15.76419
H27 -3.26407 -5.30115 8.61682

These are the Mulliken partial charges, in e, on atoms 1 to 4: atom 1 (N): -0.302, atom 2 (N): -0.293, atom 3 (N): -0.417, atom 4 (N): -0.400

=====

Entry 4:
Entry from OMol25: a cluster of 7 separate species, C18H28Cl6O12 in total at a distorted geometry (the ωB97M-V functional and the def2-TZVPD basis).

Calculated values
HOMO-LUMO gap, eV: 10.534
Calculated total energy, Ha: -4366.7374
Charge: 0
ΔE to the lowest compared entry with this formula, charge and spin, kJ/mol: 30.6
SMILES: O=C1OCCO1.O=C1OCCO1.O=C1OCCO1.O=C1OCCO1.ClCCCl.ClCCCl.ClCCCl
HOMO energy, eV: -10.546
Multiplicity: 1

CARTESIAN COORDINATES (ANGSTROEM)
Cl1 -0.62674 2.11987 1.68557
Cl2 4.58677 -0.68015 -0.31633
Cl3 0.13509 3.75437 5.67648
Cl4 1.17342 -0.47805 2.48573
Cl5 -3.18395 2.73100 6.35719
Cl6 3.50499 -4.45798 1.63869
O1 -0.18088 -3.91473 5.98589
O2 -0.88852 -5.85900 5.06606
O3 -3.60442 -0.88706 -2.52941
O4 0.92191 1.24926 -3.11474
O5 1.64673 4.56367 -3.85746
O6 1.40913 -0.55904 -4.26346
O7 0.45320 4.09206 -1.99810
O8 -0.53748 4.21809 -3.97457
O9 -2.38769 0.91270 -2.01664
O10 1.14585 -0.65508 -2.00483
O11 -2.34552 0.01435 -4.09321
O12 0.72324 -4.66957 4.09306
C1 -1.69565 1.72525 6.20659
C2 3.47455 -2.78524 0.99027
C3 -0.65755 0.65878 0.64635
C4 1.38100 -3.44251 4.32891
C5 -1.55117 3.71922 -3.10399
C6 0.67097 -0.05844 0.80790
C7 0.62277 4.32002 -3.32499
C8 -2.73743 0.09024 -2.81777
C9 4.74364 -2.36166 0.27801
C10 0.89433 0.36102 -5.21044
C11 -0.87733 3.68168 -1.71302
C12 -0.18324 -4.91929 5.06769
C13 -4.16417 -1.44412 -3.73327
C14 1.01495 1.69231 -4.46995
C15 1.20079 -0.04833 -3.03387
C16 0.81897 -2.97421 5.67857
C17 -3.16026 -0.97175 -4.79106
C18 -0.77277 2.27444 5.16938
H1 -1.30259 4.33985 -0.95828
H2 2.53610 -2.57783 0.48053
H3 -0.08378 1.52747 4.77681
H4 0.37527 -1.99907 5.46191
H5 0.67137 -0.95768 0.20436
H6 2.46241 -3.57563 4.38884
H7 -1.82037 2.70181 -3.38158
H8 -0.61897 0.97823 -0.39091
H9 -4.07030 -2.51024 -3.51928
H10 2.01640 2.11300 -4.58063
H11 5.54430 -2.45584 1.00747
H12 -5.21817 -1.20946 -3.85359
H13 -2.44004 4.33863 -3.17760
H14 4.95539 -2.98220 -0.58802
H15 1.53003 0.37768 -6.09168
H16 1.60941 -2.90936 6.42356
H17 -0.16196 0.22970 -5.45188
H18 0.25711 2.39669 -4.79949
H19 -2.05161 0.72330 5.98091
H20 -1.23501 1.71301 7.19305
H21 3.39102 -2.15087 1.87421
H22 1.12975 -2.74480 3.53061
H23 -0.92114 2.66739 -1.32807
H24 -1.36282 2.55528 4.29952
H25 -1.56502 0.12743 0.90553
H26 -3.66376 -0.63271 -5.69291
H27 -2.40558 -1.71333 -5.04533
H28 1.47498 0.61740 0.53672

These are the Mulliken partial charges, in e, on atoms 1 to 4: atom 1 (Cl): -0.264, atom 2 (Cl): -0.173, atom 3 (Cl): -0.197, atom 4 (Cl): -0.262